Molecular formula: C10H24IO2P2Ti
Method: DFT, the ωB97M-V functional and the def2-TZVPD basis

Summary:
Lowest unoccupied orbital energy (alpha / beta)   -0.30092 / -0.30078 Eh
Net charge   +2
Expectation value of S²   0.757
Spin multiplicity   2
HOMO energy (alpha / beta)   -14.1 / -15.3 eV

Atoms and positions in Å:
C 0.00559 -0.02619 -5.38639
C 0.01421 1.07358 -4.46325
H 0.00573 0.27404 -6.44839
H -0.91778 -0.60559 -5.18252
H 0.92025 -0.62049 -5.18552
O 0.02342 2.05729 -3.82884
I -0.01210 -1.57143 -1.59532
Ti 0.00189 -0.19043 0.59163
P 2.48958 -0.02962 0.70873
C 3.25814 1.28225 1.70564
C 3.26411 -1.53199 1.39327
H 4.35454 -1.41836 1.31748
H 4.39786 -0.09378 -0.77543
H 2.93839 -2.40540 0.81861
H 2.87141 -0.54771 -1.61968
H 2.95457 1.16238 2.75323
H 2.96626 -1.68409 2.43694
C 3.33026 0.13722 -0.89668
H 4.35283 1.21622 1.63130
H 3.20470 1.16764 -1.24832
H 2.91655 2.25587 1.33363
P -2.49172 0.01447 0.71462
C -3.23468 1.34168 1.70838
C -3.31580 0.20747 -0.89300
H -2.98478 -2.35364 0.83413
H -4.39826 -1.34141 1.28039
H -3.04841 -1.61001 2.44016
C -3.31243 -1.46713 1.38654
H -2.87397 -0.48791 -1.61470
H -4.38951 0.00780 -0.77872
H -4.32846 1.32145 1.60700
H -2.84718 2.30386 1.35463
H -3.15813 1.23395 -1.24017
H -2.96328 1.20268 2.76195
C 0.01515 1.81426 0.76271
O 0.02231 2.98354 0.90104
C 0.00502 -1.13037 2.42649
H 0.96027 -1.04361 2.96515
H -0.20652 -2.19061 2.25452
H -0.79005 -0.70788 3.06874

Force components x, y, z for each atom (eV/Å):
-0.013 -0.650 0.345
0.066 5.678 2.453
0.006 0.483 0.413
0.441 0.044 0.030
-0.443 0.061 0.034
-0.058 -5.758 -3.301
-0.007 -0.239 -0.771
-0.053 -1.591 0.754
1.408 -0.422 0.172
-0.179 0.113 0.024
-0.115 -0.121 -0.046
-0.284 -0.132 0.106
-0.288 0.151 -0.103
0.136 0.092 0.069
0.255 0.139 0.161
0.111 0.128 -0.196
0.180 0.064 -0.224
-0.094 0.058 -0.178
-0.321 0.047 0.045
0.139 -0.159 -0.042
0.198 -0.101 0.200
-1.379 -0.419 0.188
0.177 0.134 0.030
0.089 0.078 -0.202
-0.133 0.093 0.050
0.262 -0.103 0.104
-0.114 0.058 -0.186
0.162 -0.170 0.006
-0.232 0.122 0.132
0.264 0.138 -0.096
0.304 0.020 0.050
-0.203 -0.060 0.191
-0.142 -0.123 -0.067
-0.089 0.124 -0.191
0.058 7.477 0.771
-0.036 -5.440 -0.655
0.034 0.437 0.147
-0.300 -0.040 -0.069
-0.023 -0.051 0.006
0.218 -0.161 -0.151


Molecular formula: C29H46AsBrN3O4PbS3Si3
Method: DFT, the ωB97M-V functional and the def2-TZVPD basis

Summary:
Lowest unoccupied orbital energy   -0.08908 Eh
Net charge   +1
HOMO energy   -10.2 eV

Atoms and positions in Å:
Pb -0.34114 0.62395 -1.14157
O 1.84745 0.86080 -0.28976
N 2.80041 0.63185 -1.19586
C 3.92725 0.03185 -0.75626
C 4.98128 -0.19980 -1.59610
C 4.87032 0.18831 -2.93101
C 3.70555 0.77039 -3.36600
C 2.63063 0.99248 -2.49465
S 1.14896 1.69001 -3.05025
H 3.89576 -0.26217 0.28138
H 5.86568 -0.68471 -1.21143
H 5.68350 0.01842 -3.62304
H 3.57172 1.06063 -4.39751
O -6.02992 -1.18730 -1.63351
C -5.24477 -0.22404 -1.12067
C -5.11460 0.01605 0.24511
C -4.27249 1.03135 0.64813
N -3.56957 1.80307 -0.18476
C -3.72547 1.54667 -1.47175
Br -2.71884 2.62411 -2.67483
C -4.53015 0.56636 -2.01305
H -6.47147 -1.67621 -0.93000
H -5.65089 -0.57591 0.97546
H -4.15100 1.23586 1.70653
H -4.59681 0.40150 -3.07725
O -1.24463 -1.01000 -2.76183
C -0.30263 -1.78750 -2.48268
O 0.59384 -1.45208 -1.63284
C -0.21029 -3.12602 -3.12938
C 0.86129 -3.96757 -2.84873
C 0.93723 -5.21344 -3.45041
C -0.05708 -5.61852 -4.33110
C -1.12558 -4.77805 -4.61409
C -1.20253 -3.53121 -4.01530
H 1.62798 -3.63111 -2.16406
H 1.77098 -5.86923 -3.23679
H 0.00239 -6.59177 -4.80074
H -1.89617 -5.09568 -5.30382
H -2.02220 -2.85763 -4.22416
C -1.24008 4.88803 5.18984
Si -1.70451 3.51566 4.02357
C -2.38596 2.02503 4.90454
C -2.75057 4.05845 2.58769
As 0.30831 2.70929 2.96942
Si 1.96098 1.64022 4.37314
C 1.12958 0.11669 5.02324
C 3.37114 1.26586 3.22330
C 2.33588 2.90525 5.68689
Si 1.02086 4.26193 1.24704
C 2.78031 3.90173 0.80032
C 0.84798 5.86105 2.19890
C -0.16978 4.11600 -0.16515
H -2.13075 5.19353 5.74423
H -0.86052 5.76490 4.66592
H -0.49318 4.57256 5.91985
H -3.21589 2.33459 5.54453
H -1.64110 1.55090 5.54378
H -2.76053 1.27506 4.20557
H -3.77251 4.24576 2.92786
H -2.79348 3.30470 1.79731
H -2.37802 4.98395 2.14507
H 0.87367 -0.56643 4.21149
H 0.23331 0.33776 5.60277
H 1.83069 -0.40219 5.68337
H 2.98459 0.91380 2.26292
H 3.99071 0.47236 3.64811
H 4.00643 2.13495 3.05243
H 1.48351 3.05994 6.35034
H 2.62657 3.86902 5.26407
H 3.17030 2.55474 6.29928
H 3.45152 3.94154 1.65837
H 3.10997 4.65651 0.08117
H 2.84686 2.91827 0.33364
H 1.26433 5.80474 3.20728
H -0.19381 6.17659 2.27222
H 1.39460 6.64614 1.67114
H 0.25616 3.47941 -0.94309
H -0.31258 5.10846 -0.60198
H -1.15286 3.72849 0.10855
C 1.52616 -3.18611 1.24180
S 2.35791 -1.86345 2.13502
C 3.08366 -2.82099 3.47955
H 2.24470 -3.93672 0.91438
H 1.06610 -2.73174 0.36614
H 0.76433 -3.64908 1.86753
H 2.31241 -3.33206 4.05510
H 3.61270 -2.12917 4.13372
H 3.79499 -3.55095 3.09669
S -1.60160 -1.23794 2.09061
C -0.90284 0.16716 2.14178
N -0.41578 1.25226 2.13625

Force components x, y, z for each atom (eV/Å):
-0.107 -0.171 0.033
-0.020 0.013 0.013
0.015 0.003 0.010
0.054 -0.047 -0.041
-0.015 0.003 0.026
-0.010 0.005 -0.008
0.013 -0.005 -0.007
-0.069 0.032 0.002
0.094 -0.001 -0.006
-0.014 0.011 0.032
0.008 -0.004 -0.004
0.003 0.000 -0.002
0.004 0.000 -0.005
0.000 -0.003 -0.003
0.001 0.000 0.008
-0.001 0.000 -0.035
0.023 -0.003 0.031
-0.011 -0.018 -0.031
-0.013 0.028 0.047
-0.002 0.055 -0.014
0.029 -0.017 0.021
-0.005 -0.002 -0.001
-0.004 -0.004 0.001
0.011 0.012 0.005
0.003 -0.006 -0.007
-0.036 0.051 -0.025
0.054 -0.020 0.026
-0.003 -0.015 -0.011
0.005 -0.007 0.010
-0.010 -0.001 -0.003
-0.002 0.003 -0.004
0.001 -0.003 0.000
-0.001 -0.006 -0.005
0.006 0.006 0.001
0.006 0.003 0.008
0.004 -0.002 0.002
0.001 -0.003 -0.002
-0.004 -0.001 -0.003
-0.007 -0.001 -0.002
0.053 -0.023 -0.009
-0.055 -0.043 -0.033
0.006 0.005 -0.020
0.003 0.027 0.019
-0.035 -0.050 0.047
0.077 0.018 -0.031
-0.061 0.020 0.010
-0.054 0.055 -0.016
0.015 0.008 -0.018
0.020 0.050 0.032
-0.011 -0.039 0.022
0.002 -0.030 0.018
0.006 0.004 -0.004
-0.015 0.003 -0.002
0.006 0.010 -0.007
-0.005 -0.003 0.012
-0.027 0.003 -0.020
-0.006 0.011 0.030
0.025 -0.010 -0.008
-0.007 0.001 0.003
-0.025 -0.028 0.001
-0.001 0.011 0.004
0.008 -0.006 -0.006
0.008 0.002 0.020
0.010 -0.003 0.006
0.042 0.007 0.018
0.006 -0.011 0.002
-0.003 0.019 0.007
-0.002 0.000 0.001
0.006 -0.001 -0.002
0.003 -0.004 0.007
-0.003 0.037 0.011
0.007 -0.013 -0.028
0.009 -0.007 -0.004
0.022 0.005 -0.001
-0.006 0.001 0.017
-0.010 0.009 -0.022
0.013 0.016 -0.015
-0.017 0.010 0.002
0.008 -0.004 0.001
0.058 0.020 -0.021
0.011 -0.037 -0.024
-0.023 0.005 -0.017
0.007 -0.005 0.012
-0.052 -0.007 -0.037
-0.025 0.008 -0.024
-0.010 0.010 0.010
0.013 -0.009 0.015
0.004 -0.005 -0.004
0.023 -0.079 -0.097
-0.119 0.112 0.293
0.102 0.048 -0.204


Summary of energy above the lowest of the compared OMol25 structures with the same formula, charge and spin in eV
0.000, 0.163
(order as listed above)
Summary of molar mass in u
413.02, 1043.19
(order as listed above)